Record 1
{"formula": "C18H11FIN2O4Sn", "method": "the ωB97M-V functional and the def2-TZVPD basis", "homo_energy_ev": -3.98, "charge": -1, "symbols": ["Sn", "O", "C", "O", "C", "C", "C", "C", "C", "N", "C", "O", "O", "H", "H", "H", "I", "C", "C", "C", "C", "N", "C", "H", "H", "H", "H", "F", "C", "C", "C", "C", "C", "C", "H", "H", "H", "H"], "xyz": [[1.43995, -12.05389, -12.50361], [1.84989, -16.34141, -13.14870], [1.56662, -15.14652, -13.15191], [1.98357, -14.23114, -12.26151], [0.70320, -14.60577, -14.20387], [0.17064, -15.35852, -15.25097], [-0.62634, -14.74992, -16.21691], [-0.93172, -13.38905, -16.07396], [-0.39897, -12.68099, -15.00035], [0.43750, -13.29765, -14.14852], [-0.66387, -11.27566, -14.74635], [-1.46393, -10.67430, -15.46283], [0.03329, -10.75331, -13.73859], [0.39064, -16.42583, -15.28676], [-0.99501, -15.33706, -17.05787], [-1.56946, -12.85859, -16.77818], [-0.92433, -11.59464, -6.41514], [0.75382, -11.04418, -7.54242], [1.57940, -10.02028, -7.11479], [2.68577, -9.67303, -7.88050], [2.92830, -10.37708, -9.04145], [2.14542, -11.36764, -9.45195], [1.06504, -11.70696, -8.72152], [1.34944, -9.52160, -6.18797], [3.36928, -8.86568, -7.60320], [3.78023, -10.13454, -9.67690], [0.45893, -12.50984, -9.12257], [6.59600, -10.66896, -15.99383], [5.49373, -10.97045, -15.26293], [4.25621, -11.08723, -15.87545], [3.11155, -11.36711, -15.11867], [3.18155, -11.59332, -13.75151], [4.43773, -11.52337, -13.16135], [5.58816, -11.17686, -13.89054], [4.15656, -10.96708, -16.95713], [2.14956, -11.38193, -15.63129], [4.51709, -11.71383, -12.08662], [6.53558, -11.04876, -13.38466]], "forces_ev_per_angstrom": [[-0.799, 0.167, 0.855], [-0.297, 0.456, -0.086], [2.192, 0.826, 2.995], [-0.713, -2.115, -2.086], [-1.328, 1.052, -1.781], [0.041, -0.478, 0.024], [0.188, 0.496, 0.477], [-0.125, -0.258, -0.237], [0.821, -2.653, -0.329], [-0.280, 0.019, -0.014], [0.819, 3.433, 1.779], [0.172, -0.377, 0.232], [-1.258, -1.015, -2.260], [0.029, 0.328, 0.030], [-0.011, 0.230, 0.208], [0.133, -0.107, 0.204], [0.128, 0.025, -0.107], [0.090, -0.197, -0.233], [0.155, 0.157, 0.106], [0.108, 0.419, 0.357], [-0.236, -0.331, -0.222], [-0.369, -0.302, 0.655], [0.865, 0.445, -0.483], [0.061, 0.216, 0.107], [-0.367, -0.250, 0.100], [-0.133, -0.079, 0.087], [-0.033, -0.014, -0.014], [-0.086, -0.006, 0.090], [-0.867, -0.346, 0.764], [-0.247, 0.053, -0.606], [0.457, 0.204, -0.333], [-0.061, -0.316, -0.240], [0.390, 0.317, -0.113], [-0.102, -0.001, 0.062], [0.187, 0.082, 0.293], [0.167, -0.050, 0.039], [0.185, 0.069, -0.265], [0.125, -0.099, -0.058]]}


Record 2
{"formula": "C18H12Al2B3Br6O24", "method": "the ωB97M-V functional and the def2-TZVPD basis", "homo_energy_ev": -16.29, "charge": 3, "symbols": ["Al", "Al", "O", "C", "O", "B", "O", "C", "O", "O", "C", "O", "C", "O", "O", "O", "C", "O", "B", "O", "C", "O", "O", "C", "O", "C", "O", "O", "O", "C", "O", "B", "O", "C", "O", "O", "C", "O", "C", "O", "O", "Br", "C", "C", "Br", "H", "H", "H", "H", "Br", "C", "C", "Br", "H", "H", "H", "H", "Br", "C", "C", "Br", "H", "H", "H", "H"], "xyz": [[2.19080, -3.43276, 1.40674], [1.22157, 3.90072, 3.20694], [0.19455, -3.70505, -0.76837], [-0.20885, -2.59151, -1.11560], [-0.25734, -1.60393, -0.33396], [-0.51400, -0.36250, -1.07034], [-0.53562, -0.75352, -2.50652], [-0.57907, -2.05983, -2.50922], [-0.79575, -2.84965, -3.47240], [0.49778, 0.65101, -0.71755], [-0.05882, 1.63738, -0.04541], [0.52064, 2.41091, 0.69947], [-1.56706, 1.47594, -0.09125], [-1.82988, 0.32681, -0.78852], [-2.37966, 2.10530, 0.49144], [3.10133, -1.75067, -0.85111], [3.41705, -0.57167, -1.11828], [4.07333, 0.20458, -0.38498], [4.10850, 1.52703, -1.04673], [3.79691, 1.26372, -2.42569], [3.23360, 0.08756, -2.46922], [2.85121, -0.39942, -3.55861], [3.19107, 2.41477, -0.37773], [3.80148, 3.27960, 0.27496], [3.22523, 4.06390, 1.11087], [5.26485, 3.15915, 0.01797], [5.44457, 2.16350, -0.79226], [6.18589, 3.89378, 0.41763], [0.79870, -0.69619, 2.30294], [-0.23806, -0.72162, 3.07319], [-0.88004, -1.74729, 3.51357], [-1.81607, -1.37517, 4.58171], [-1.75967, 0.08790, 4.64928], [-0.85246, 0.49198, 3.79056], [-0.59158, 1.63302, 3.58555], [-3.17925, -1.84169, 4.23707], [-3.57975, -2.75967, 5.08092], [-4.60770, -3.48139, 5.02151], [-2.47012, -2.94212, 6.15861], [-1.54816, -2.04342, 5.87101], [-2.38656, -3.74756, 7.13533], [-3.23132, -1.86354, 1.01222], [-4.85185, -0.67947, 1.33921], [-4.59674, 0.50139, 2.26253], [-6.31607, 1.02314, 3.18047], [-5.53231, -1.40012, 1.79280], [-5.21221, -0.42917, 0.34142], [-4.23728, 1.35469, 1.68741], [-3.93362, 0.35137, 3.11450], [2.74286, -4.23549, -2.45421], [1.84931, -4.71534, -4.23171], [2.47981, -3.87412, -5.37914], [1.95246, -4.86365, -6.94145], [0.79988, -4.42259, -4.19851], [1.98632, -5.79669, -4.23502], [3.56264, -3.97424, -5.30457], [2.00696, -2.89419, -5.31392], [-2.65101, 4.70415, -1.85562], [-0.99802, 5.41652, -2.60387], [0.19219, 4.73765, -1.91531], [0.27493, 5.28864, -0.05467], [-0.99826, 6.49825, -2.46982], [-1.01813, 5.26344, -3.68288], [1.14685, 5.01553, -2.36199], [0.09906, 3.65164, -1.91155]], "forces_ev_per_angstrom": [[-0.345, 0.592, -0.468], [0.110, -0.279, -0.544], [-0.265, 1.267, -0.724], [1.070, -2.558, -0.060], [-0.319, 1.717, 1.855], [-1.097, 2.186, -0.737], [0.022, -0.931, 0.898], [-0.421, -3.386, -4.881], [0.919, 3.061, 3.494], [0.242, -0.421, -0.382], [1.488, 0.846, 2.174], [-0.936, -1.081, -1.394], [-0.876, -2.035, -0.811], [1.338, 0.347, 0.846], [-0.303, 0.730, 0.293], [-0.011, 1.619, -0.037], [-0.879, -4.086, 0.346], [0.143, 0.445, 1.256], [2.491, 1.090, 0.236], [-0.408, 0.252, 0.692], [-0.658, -0.875, -6.305], [0.506, 0.613, 4.154], [-2.226, -1.802, -1.758], [-2.590, 4.910, 5.639], [2.161, -2.384, -2.662], [5.371, 3.213, 0.952], [-1.248, -1.596, -0.978], [-3.373, -2.021, -0.757], [-4.492, -0.542, 2.962], [4.489, 0.729, -2.282], [0.325, -1.338, -0.193], [-0.422, 0.475, 0.556], [-0.023, -1.131, 0.046], [-0.006, 0.711, -0.299], [0.656, 0.983, -0.317], [-0.394, -0.457, 0.278], [-5.274, -3.397, -1.443], [4.313, 3.235, 0.302], [2.600, -2.758, 5.620], [-0.236, -0.317, -0.473], [-1.148, 3.680, -5.040], [-0.933, 0.977, 0.473], [0.346, -0.745, 0.734], [-0.765, 0.338, -0.270], [1.149, -0.394, -0.797], [-0.053, -0.082, -0.129], [0.170, 0.143, 0.079], [-0.141, 0.179, 0.224], [0.068, -0.370, -0.053], [-0.674, 0.119, -1.352], [0.043, 0.470, 0.018], [0.203, -0.951, 1.121], [-0.079, 0.172, 0.310], [-0.046, -0.248, 0.571], [-0.026, -0.082, -0.071], [-0.147, 0.723, -0.313], [0.572, 0.063, -0.467], [0.375, 0.194, -0.020], [0.537, 0.084, 0.260], [-0.522, 0.099, -0.487], [-0.255, 0.300, -0.185], [-0.082, -0.123, 0.279], [-0.012, -0.409, 0.038], [-0.043, 0.113, 0.020], [0.025, 0.123, -0.036]]}


Record 3
{"formula": "C18H12AsCl2NO8RhS2", "method": "the ωB97M-V functional and the def2-TZVPD basis", "homo_energy_ev": -5.16, "charge": -1, "relative_energy_kj_mol": 169.7, "symbols": ["Rh", "Cl", "C", "C", "C", "C", "C", "Cl", "C", "S", "H", "H", "H", "O", "C", "O", "C", "C", "C", "C", "C", "N", "H", "H", "H", "H", "O", "As", "O", "O", "C", "C", "C", "C", "C", "C", "S", "O", "O", "O", "H", "H", "H", "H", "H"], "xyz": [[-0.42159, -0.29299, 0.42757], [-2.41457, 1.13803, -1.19907], [-3.84241, 0.60542, -0.36693], [-4.97902, 1.38469, -0.47734], [-6.14411, 0.96365, 0.14399], [-6.14223, -0.22481, 0.85695], [-4.98082, -0.96818, 0.95845], [-5.06237, -2.45769, 1.86334], [-3.77101, -0.58235, 0.36618], [-2.32615, -1.55102, 0.50455], [-4.93977, 2.30040, -1.04955], [-7.04542, 1.55704, 0.07138], [-7.03779, -0.58085, 1.34624], [-0.78275, 1.71284, 3.86941], [-0.60911, 1.42472, 2.70571], [-1.02947, 0.30624, 2.17540], [0.03120, 2.38030, 1.73248], [0.75772, 3.47526, 2.17205], [1.36727, 4.27875, 1.22812], [1.21697, 3.97445, -0.11646], [0.46208, 2.87125, -0.46847], [-0.11518, 2.09015, 0.43827], [0.83758, 3.64875, 3.23566], [1.96937, 5.12593, 1.53060], [1.69921, 4.56090, -0.88548], [0.35209, 2.57043, -1.50291], [1.88275, 0.60905, -2.29359], [2.72862, 0.23766, -0.78652], [4.07306, 1.14694, -0.69408], [1.60881, 0.24283, 0.46058], [3.21097, -1.62914, -1.00086], [4.56658, -1.85647, -1.20420], [5.06092, -3.15021, -1.30863], [4.20326, -4.23108, -1.21007], [2.84550, -4.02335, -1.01146], [2.35706, -2.72925, -0.90283], [0.60570, -2.57655, -0.64085], [0.17415, -1.33448, -1.34279], [0.01924, -3.80083, -1.07485], [0.38392, -2.20292, 0.79068], [1.13723, -0.00280, -2.37873], [5.22644, -0.99912, -1.25691], [6.12050, -3.31089, -1.46445], [4.58242, -5.24183, -1.28899], [2.16314, -4.85884, -0.95164]], "forces_ev_per_angstrom": [[1.467, -0.644, 0.014], [-0.434, 0.253, -0.554], [0.186, 0.112, -0.046], [-0.054, -0.133, 0.085], [0.036, 0.036, -0.015], [-0.025, 0.068, -0.041], [-0.022, -0.220, 0.149], [0.044, 0.102, -0.068], [0.061, 0.064, -0.026], [-0.930, -0.024, -0.106], [-0.010, 0.010, -0.012], [-0.013, -0.006, 0.006], [-0.001, -0.016, 0.006], [0.189, 0.295, 0.147], [-0.452, -0.529, -0.361], [0.469, 0.333, 0.864], [0.096, 0.081, -0.156], [-0.104, -0.073, -0.009], [0.053, 0.063, -0.041], [0.006, 0.011, 0.004], [-0.135, -0.087, -0.060], [-0.347, -0.215, 0.304], [-0.006, -0.004, 0.001], [-0.002, 0.002, 0.012], [-0.002, 0.002, -0.004], [-0.009, 0.033, 0.001], [0.102, 0.229, -0.119], [-0.333, -0.189, 0.036], [-0.104, 0.001, 0.024], [0.449, 0.326, 0.283], [0.175, -0.110, 0.040], [-0.017, -0.093, 0.024], [0.052, 0.042, -0.012], [-0.054, -0.052, 0.003], [0.080, -0.014, -0.040], [0.008, -0.017, 0.010], [0.242, 0.325, -0.020], [-0.119, 0.002, -0.715], [-0.027, -0.010, 0.046], [-0.446, 0.065, 0.281], [-0.019, -0.062, 0.066], [-0.017, 0.018, -0.014], [0.000, 0.005, 0.004], [0.005, 0.000, -0.004], [-0.039, 0.020, 0.012]]}


Record 4
{"formula": "C18H12Cl4N4O4Ru", "method": "the ωB97M-V functional and the def2-TZVPD basis", "homo_energy_ev": -3.11, "charge": -2, "relative_energy_kj_mol": 695.2, "symbols": ["Ru", "O", "C", "O", "C", "C", "N", "N", "C", "C", "O", "O", "H", "H", "H", "Cl", "C", "C", "C", "C", "C", "Cl", "C", "N", "H", "H", "H", "C", "H", "H", "H", "Cl", "C", "C", "C", "C", "C", "Cl", "C", "N", "H", "H", "H"], "xyz": [[-0.19713, -0.34250, 0.71651], [-5.52094, -2.14926, -0.87192], [-5.58021, -0.84167, -0.65117], [-6.61914, -0.22771, -0.76477], [-4.32198, -0.17501, -0.24915], [-4.19248, 1.17746, 0.03087], [-2.92181, 1.41563, 0.35421], [-2.20579, 0.29265, 0.30793], [-3.02769, -0.68383, -0.04706], [-2.42314, -2.04220, -0.13334], [-3.12033, -3.01093, -0.46300], [-1.18793, -2.09656, 0.18125], [-4.58827, -2.51211, -0.73074], [-4.91754, 1.97240, 0.03349], [-2.57824, 2.35727, 0.70673], [-1.14304, -0.48411, -2.65253], [0.45690, -0.62046, -1.85535], [0.98823, -1.97332, -2.04403], [1.62673, -2.71764, -1.14423], [1.99557, -2.42955, 0.24248], [1.45950, -1.51371, 1.05520], [2.22882, -1.37479, 2.65349], [0.97367, 0.58933, -1.52185], [0.61178, 1.06832, 1.25497], [0.79174, -2.40734, -3.01818], [1.95760, -3.69263, -1.49268], [2.77743, -3.07342, 0.63683], [-0.85382, -0.79373, 2.63148], [-1.90421, -0.51576, 2.73320], [-0.26788, -0.26806, 3.38451], [-0.74207, -1.86797, 2.77976], [2.81006, 0.37653, -1.18033], [3.44523, 1.91794, -2.44861], [4.50545, 2.51073, -1.88876], [5.31043, 2.49736, -0.67316], [4.93182, 2.46066, 0.61487], [3.59508, 2.35914, 1.08036], [-2.69190, 4.17732, 1.41539], [2.44490, 2.26877, 1.41650], [1.14022, 2.03866, 1.70188], [4.87305, 3.22291, -2.63694], [6.37893, 2.61156, -0.84175], [5.70245, 2.49965, 1.37760]], "forces_ev_per_angstrom": [[0.339, -0.066, 0.097], [-0.015, 0.053, -0.013], [-0.015, -0.049, 0.048], [-0.016, 0.012, -0.025], [-0.029, 0.029, -0.003], [0.005, -0.002, -0.012], [-0.015, -0.041, 0.008], [-0.056, 0.094, -0.025], [0.030, 0.025, -0.019], [0.072, 0.005, 0.023], [0.008, -0.018, -0.004], [-0.087, 0.041, -0.029], [-0.009, -0.048, -0.007], [-0.002, -0.002, -0.003], [0.028, 0.008, -0.018], [-0.005, 0.015, 0.015], [-0.153, 0.012, -0.074], [-0.026, 0.045, -0.093], [0.145, -0.166, 0.158], [-0.046, -0.046, 0.128], [-0.259, 0.147, -0.041], [0.163, -0.147, -0.059], [0.003, 0.080, 0.040], [-0.261, 0.006, -0.040], [0.009, 0.011, -0.019], [0.004, 0.007, 0.012], [0.073, 0.079, 0.019], [0.014, -0.034, -0.022], [-0.008, 0.001, -0.004], [-0.021, -0.004, -0.003], [0.004, 0.005, -0.008], [0.030, 0.022, -0.123], [-0.046, -0.083, 0.074], [-0.068, 0.063, -0.066], [-0.005, -0.015, 0.170], [0.094, -0.117, -0.024], [-0.249, 0.286, 0.043], [-0.006, 0.000, 0.011], [0.200, -0.079, -0.110], [0.153, -0.082, 0.001], [0.017, -0.036, 0.001], [0.002, -0.002, 0.020], [0.007, -0.007, -0.025]]}


Record 5
{"formula": "C18H12ClN4O6Rh", "method": "the ωB97M-V functional and the def2-TZVPD basis", "homo_energy_ev": [-6.54, -9.08], "spin_multiplicity": 5, "s2": 6.05, "relative_energy_kj_mol": 64.1, "symbols": ["Rh", "O", "C", "N", "C", "C", "C", "C", "C", "C", "N", "C", "O", "C", "C", "C", "C", "C", "N", "C", "C", "C", "C", "C", "N", "H", "H", "H", "H", "H", "H", "H", "H", "H", "H", "H", "H", "O", "Cl", "O", "O", "O"], "xyz": [[-0.03928, 0.03559, 0.23210], [1.59895, -2.97291, -1.97683], [1.24765, -2.21772, -1.08968], [0.27545, -1.18049, -1.29846], [-0.30825, -0.82902, -2.45488], [-0.09726, -1.44798, -3.71968], [-0.78689, -0.99090, -4.79868], [-1.71124, 0.08293, -4.69079], [-1.94322, 0.71307, -3.49808], [-1.24240, 0.28734, -2.35521], [-1.34727, 0.80642, -1.09837], [-2.26170, 1.74016, -0.68684], [-3.09739, 2.31038, -1.35192], [-2.15422, 1.98350, 0.80122], [-2.92659, 2.94691, 1.41001], [-2.78106, 3.15152, 2.77316], [-1.86406, 2.38757, 3.47464], [-1.12011, 1.44292, 2.79314], [-1.27423, 1.23925, 1.48462], [1.73219, -2.22164, 0.27323], [2.69669, -3.18461, 0.66499], [3.16596, -3.23607, 1.92890], [2.74171, -2.20700, 2.89115], [1.71688, -1.23991, 2.44710], [1.14809, -1.34931, 1.16008], [0.60212, -2.26328, -3.79131], [-0.62523, -1.45465, -5.76313], [-2.24087, 0.41551, -5.57443], [-2.63847, 1.53121, -3.41859], [-3.61310, 3.51367, 0.79704], [-3.36856, 3.90561, 3.28107], [-1.70908, 2.52383, 4.53582], [-0.36793, 0.84730, 3.28996], [3.01120, -3.88888, -0.09391], [3.85394, -4.00773, 2.24940], [2.82935, -2.43383, 3.94713], [1.05445, -0.79015, 3.17641], [2.92953, 2.88309, 0.20146], [2.55839, 1.52346, 0.50869], [3.07514, -0.83318, 2.56528], [1.87528, 0.93299, -0.71233], [1.40548, 1.54505, 1.48653]], "forces_ev_per_angstrom": [[0.739, -0.228, 0.438], [-0.034, -0.081, -0.045], [0.021, 0.193, -0.015], [-0.186, -0.236, -0.201], [0.008, 0.047, 0.134], [0.005, 0.018, 0.070], [-0.077, 0.082, -0.054], [0.031, -0.055, -0.052], [0.045, -0.011, 0.026], [0.059, -0.127, 0.067], [0.074, 0.315, -0.180], [0.098, -0.133, 0.123], [-0.094, 0.078, -0.125], [0.081, -0.084, -0.144], [-0.111, 0.106, 0.068], [-0.049, 0.045, -0.036], [0.014, -0.002, 0.050], [-0.003, -0.065, -0.045], [-0.038, -0.041, 0.101], [-0.252, 0.094, 0.113], [0.010, -0.028, -0.032], [0.034, 0.012, 0.098], [-0.078, 0.058, -0.124], [0.060, -0.124, -0.089], [0.015, 0.075, -0.015], [0.007, 0.001, 0.019], [-0.024, 0.018, 0.004], [0.021, -0.020, 0.009], [-0.011, 0.020, 0.013], [0.000, 0.009, 0.023], [0.010, -0.020, -0.020], [-0.006, -0.008, -0.027], [-0.007, 0.007, -0.027], [-0.011, 0.009, 0.013], [-0.013, 0.039, -0.028], [0.012, 0.018, 0.032], [0.015, 0.048, 0.013], [-0.021, -0.024, 0.051], [-0.082, 0.169, -0.139], [-0.043, -0.073, 0.023], [-0.093, 0.022, -0.061], [-0.128, -0.123, -0.029]]}


What largest force on an atom values result from the calculations? In sequence: 3.95; 7.91; 1.60; 0.38; 0.89 eV/Å.